Entry 1:
{
  "formula": "C35H32N7O3Pt",
  "method": "ωB97M-V/def2-TZVPD",
  "species": ["Pt", "C", "O", "C", "N", "C", "C", "C", "C", "C", "C", "C", "C", "C", "C", "C", "C", "N", "C", "N", "C", "C", "O", "C", "C", "C", "C", "C", "C", "H", "H", "H", "H", "H", "H", "H", "H", "H", "H", "H", "H", "H", "H", "H", "H", "H", "H", "H", "C", "N", "C", "C", "C", "C", "C", "C", "C", "C", "H", "H", "H", "H", "H", "H", "H", "H", "H", "H", "H", "H", "H", "O", "N", "C", "C", "N", "C", "N"],
  "positions_angstrom": [[-0.0539, 0.6567, 0.8310], [2.9659, 1.4776, -2.3170], [3.4241, 1.8750, -0.9867], [2.4352, 1.5925, -0.1624], [1.3572, 1.0835, -0.6464], [1.5977, 0.7914, -2.0766], [1.6172, -0.6799, -2.3983], [0.8666, -1.1537, -3.4646], [0.9469, -2.4893, -3.8362], [1.7886, -3.3471, -3.1475], [2.5481, -2.8735, -2.0844], [2.4595, -1.5445, -1.7068], [2.5604, 1.8415, 1.2870], [3.5714, 2.4798, 1.9831], [3.4201, 2.6227, 3.3605], [2.2747, 2.1635, 4.0047], [1.3082, 1.5420, 3.2334], [1.4860, 1.3810, 1.9231], [-0.0221, 1.0343, 3.6171], [-0.8383, 0.6392, 2.7050], [-2.0893, 0.1932, 3.3514], [-1.6972, 0.2581, 4.8446], [-0.4205, 0.9805, 4.8727], [-2.5516, -1.1584, 2.8802], [-1.6835, -2.2444, 2.8669], [-2.1355, -3.4849, 2.4475], [-3.4525, -3.6438, 2.0380], [-4.3191, -2.5615, 2.0499], [-3.8678, -1.3195, 2.4693], [3.7036, 0.7875, -2.7176], [2.9166, 2.3776, -2.9263], [0.8029, 1.2689, -2.6514], [0.2079, -0.4822, -4.0039], [0.3537, -2.8561, -4.6627], [1.8510, -4.3881, -3.4328], [3.2030, -3.5405, -1.5407], [3.0370, -1.1968, -0.8579], [4.4462, 2.8460, 1.4656], [4.1979, 3.1042, 3.9358], [2.1341, 2.2830, 5.0690], [-2.8615, 0.9279, 3.1066], [-1.5147, -0.7327, 5.2567], [-2.3957, 0.8070, 5.4685], [-0.6433, -2.1237, 3.1492], [-1.4598, -4.3280, 2.4263], [-3.7953, -4.6129, 1.7016], [-5.3448, -2.6817, 1.7277], [-4.5394, -0.4685, 2.4641], [-1.4635, 2.9118, -2.0225], [-2.7034, 3.2209, -1.2606], [-2.8476, 4.6741, -1.0024], [-2.7741, 2.4027, 0.0192], [-2.8494, 0.9455, -0.3158], [-4.0581, 0.4838, -0.8496], [-4.1900, -0.8265, -1.2666], [-3.1005, -1.6790, -1.1338], [-1.9115, -1.2304, -0.5810], [-1.7463, 0.0940, -0.1563], [-1.4714, 3.4693, -2.9560], [-1.4380, 1.8405, -2.2049], [-0.6122, 3.1973, -1.4073], [-3.4943, 2.9035, -1.8270], [-2.0205, 4.9913, -0.3713], [-3.7907, 4.8526, -0.4925], [-2.8235, 5.2144, -1.9452], [-3.6619, 2.7613, 0.5438], [-1.8731, 2.6459, 0.5824], [-4.9140, 1.1533, -0.9125], [-5.1277, -1.1819, -1.6710], [-3.1803, -2.7131, -1.4428], [-1.0969, -1.9317, -0.4584], [1.0629, -1.6830, 0.8440], [0.6314, -2.8606, 0.6450], [1.4698, -3.8418, 0.9222], [1.0085, -5.1785, 0.7407], [0.6381, -6.2590, 0.6050], [2.7888, -3.5718, 1.4049], [3.8363, -3.3133, 1.8037]],
  "multiplicity": 1,
  "homo_energy_ev": -9.76,
  "charge": 1,
  "de_lowest_ev": 0.840,
  "molar_mass_g_mol": 793.765,
  "homo_lumo_gap_ev": 6.08
}

Entry 2:
{
  "formula": "C5H8N2O",
  "method": "ωB97M-V/def2-TZVPD",
  "species": ["C", "C", "C", "C", "C", "H", "H", "H", "H", "H", "H", "H", "H", "N", "N", "O"],
  "positions_angstrom": [[0.2787, -1.6080, -0.2222], [-0.3012, -1.0921, 1.1760], [0.0729, 0.8442, 0.3234], [0.0467, 1.9018, -0.6928], [-0.2329, 0.5543, -1.1482], [0.8125, -1.0889, 1.7929], [-0.9033, -2.0289, 1.5708], [-0.6878, 0.5919, 2.2558], [1.0825, 0.5743, 0.4963], [-0.7069, 2.5689, -0.9892], [0.8458, 2.6462, -0.8660], [-1.2450, 0.3928, -1.2401], [0.7286, -1.0974, -2.2386], [-0.8116, 0.2827, 1.2797], [0.3826, -0.7063, -1.2789], [0.6384, -2.7355, -0.2190]],
  "smiles": "O=C1CN[C@@H]2C[C@H]2N1",
  "multiplicity": 1,
  "homo_energy_ev": -9.37,
  "de_lowest_ev": 4.222,
  "molar_mass_g_mol": 112.132,
  "homo_lumo_gap_ev": 10.26
}

Entry 3:
{
  "formula": "C3H4NOS",
  "method": "ωB97M-V/def2-TZVPD",
  "species": ["C", "C", "C", "N", "O", "S", "H", "H", "H", "H"],
  "positions_angstrom": [[-1.0797, 0.3099, -0.1199], [2.1193, 0.0053, -0.0840], [-0.6971, -0.9661, -0.2747], [-1.2335, 0.8492, 1.0537], [2.6490, -0.5866, -0.9906], [1.7380, 0.6767, 1.2847], [-1.0749, 0.8539, -1.0980], [-0.2991, -1.4963, 0.5247], [-0.4450, -1.4963, -1.2249], [-1.6771, 1.8503, 0.9290]],
  "multiplicity": 1,
  "homo_energy_ev": -1.85,
  "charge": -1,
  "de_lowest_ev": 1.849,
  "molar_mass_g_mol": 102.138,
  "homo_lumo_gap_ev": 5.34
}

Entry 4:
{
  "formula": "C3H3IN2OS",
  "method": "ωB97M-V/def2-TZVPD",
  "species": ["C", "C", "C", "N", "N", "O", "S", "I", "H", "H", "H"],
  "positions_angstrom": [[0.0828, -1.0669, 0.0824], [1.9291, 0.2760, 0.0123], [-0.8015, 0.1574, 0.3855], [1.4183, -0.9031, 0.0407], [-1.8634, 0.3178, -0.3776], [-0.4997, -2.1108, -0.0904], [1.0674, 1.7234, -0.0321], [4.0358, 0.3223, -0.0097], [-0.8493, 0.5098, 1.4097], [-2.6504, 0.8994, -0.1349], [-1.8692, -0.1253, -1.2858]],
  "multiplicity": 1,
  "homo_energy_ev": -8.97,
  "de_lowest_ev": 0.000,
  "molar_mass_g_mol": 242.041,
  "homo_lumo_gap_ev": 8.58
}

Entry 5:
{
  "formula": "C6H6O2",
  "method": "ωB97M-V/def2-TZVPD",
  "species": ["C", "C", "C", "C", "C", "C", "O", "O", "H", "H", "H", "H", "H", "H"],
  "positions_angstrom": [[0.3377, -1.0211, 0.6112], [1.3290, -1.8319, 0.6398], [0.2140, 1.0654, 0.3895], [-0.7956, 0.0123, 0.7674], [1.4507, 0.0214, 0.0175], [-1.8827, -0.0246, -0.3235], [0.2328, 2.2474, 0.3554], [1.6901, -0.0034, -1.3194], [-1.0119, 0.0699, 1.8395], [2.3786, 0.2350, 0.4968], [-2.3302, 0.9019, -0.4998], [-2.7363, -0.7441, -0.0098], [-1.3143, -0.5711, -1.2329], [2.4382, -0.3572, -1.7316]],
  "multiplicity": 1,
  "homo_energy_ev": -9.91,
  "de_lowest_ev": 5.157,
  "molar_mass_g_mol": 110.112,
  "homo_lumo_gap_ev": 10.25
}

Entry 6:
{
  "formula": "C3H7N5",
  "method": "ωB97M-V/def2-TZVPD",
  "species": ["C", "C", "C", "N", "N", "N", "N", "N", "H", "H", "H", "H", "H", "H", "H"],
  "positions_angstrom": [[-0.9792, -0.8010, 0.1237], [-1.3643, 1.5236, 1.1078], [2.4300, -0.7504, -0.4242], [0.1715, -1.4490, -0.2515], [0.7173, 0.5586, 0.4999], [-2.3359, -0.4867, -1.8165], [-0.6033, 0.3559, 0.6693], [1.0543, -0.5857, -0.0433], [-1.3350, 1.5664, 2.2149], [-0.7683, 2.3982, 0.7174], [-2.4877, 1.3684, 0.8048], [2.8802, 0.0960, 0.1393], [2.4447, -0.5728, -1.5324], [2.8771, -1.7489, -0.4000], [-2.7013, -1.4725, -1.8092]],
  "multiplicity": 1,
  "homo_energy_ev": [-8.34, -8.24],
  "de_lowest_ev": 8.035,
  "molar_mass_g_mol": 113.124,
  "homo_lumo_gap_ev": [8.42, 8.49]
}

Entry 7:
{
  "formula": "C36H38Cl5FeN6O4Si",
  "method": "ωB97M-V/def2-TZVPD",
  "species": ["Fe", "N", "N", "C", "O", "O", "H", "H", "H", "Cl", "C", "C", "C", "Cl", "C", "Cl", "C", "Cl", "C", "Cl", "N", "C", "N", "C", "C", "O", "C", "C", "H", "H", "H", "H", "H", "H", "H", "H", "O", "Si", "C", "C", "C", "C", "C", "C", "C", "C", "C", "C", "C", "C", "C", "C", "C", "C", "C", "C", "H", "H", "H", "H", "H", "H", "H", "H", "H", "H", "H", "H", "H", "H", "H", "C", "C", "N", "C", "C", "N", "C", "C", "H", "H", "H", "H", "H", "H", "H", "H", "H", "H", "H", "H"],
  "positions_angstrom": [[-0.1541, 0.8888, 0.0001], [-1.2169, 0.3029, 1.5188], [-2.2729, -0.5666, 1.1569], [-2.2635, -0.8973, -0.2147], [-2.9403, -1.8103, -0.6393], [-1.5419, -0.0757, -0.9069], [-0.5218, -0.1976, 2.0694], [-1.5949, 1.0719, 2.0515], [-2.3939, -1.3580, 1.7781], [-1.8310, 3.1163, 2.5307], [-0.0810, 3.1473, 2.3051], [0.5892, 2.3217, 1.3959], [1.9646, 2.5923, 1.3321], [2.9257, 1.7429, 0.1755], [2.6398, 3.5149, 2.1280], [4.3428, 3.7170, 2.0034], [1.9226, 4.2856, 3.0328], [2.7199, 5.4410, 4.0229], [0.5496, 4.1124, 3.1039], [-0.3501, 5.1113, 4.1846], [-1.3335, 2.4244, -0.5001], [-2.4468, 2.7109, -0.6126], [-3.6958, 3.0583, -0.7705], [-4.4016, 3.8942, 0.2099], [-5.2741, 3.0058, 1.0810], [-6.1415, 2.2155, 0.2915], [-5.4210, 1.3469, -0.5707], [-4.5656, 2.1443, -1.5380], [-5.0220, 4.5958, -0.3501], [-3.6759, 4.4494, 0.7993], [-5.9000, 3.6141, 1.7324], [-4.6433, 2.3545, 1.7009], [-6.1585, 0.7619, -1.1169], [-4.7924, 0.6630, 0.0146], [-5.1922, 2.7529, -2.1920], [-3.9415, 1.4870, -2.1426], [0.9199, -0.5695, 0.3334], [1.2925, -2.0580, 0.7767], [1.5355, -3.0434, -0.7994], [0.4556, -3.2106, -1.6765], [0.6019, -3.8892, -2.8778], [1.8407, -4.4085, -3.2345], [2.9266, -4.2417, -2.3883], [2.7712, -3.5670, -1.1827], [2.8017, -2.1772, 1.8783], [3.2317, -3.4355, 2.3124], [4.3408, -3.5733, 3.1327], [5.0404, -2.4459, 3.5470], [4.6228, -1.1874, 3.1415], [3.5133, -1.0598, 2.3136], [-0.0907, -2.8164, 1.8209], [-0.9771, -3.8054, 1.3921], [-2.0127, -4.2520, 2.2057], [-2.1870, -3.7171, 3.4730], [-1.2971, -2.7563, 3.9410], [-0.2586, -2.3304, 3.1256], [-0.5152, -2.7867, -1.4299], [-0.2496, -4.0132, -3.5359], [1.9585, -4.9369, -4.1725], [3.8959, -4.6368, -2.6664], [3.6302, -3.4464, -0.5312], [2.6891, -4.3251, 2.0052], [4.6600, -4.5576, 3.4524], [5.9068, -2.5509, 4.1882], [5.1607, -0.3047, 3.4656], [3.1929, -0.0721, 2.0026], [-0.8706, -4.2322, 0.4026], [-2.6883, -5.0170, 1.8446], [-3.0044, -4.0526, 4.0989], [-1.4056, -2.3536, 4.9409], [0.4614, -1.6198, 3.5293], [1.7365, 0.3832, -2.4854], [2.2320, 0.6454, -3.9315], [1.4134, 1.6548, -4.5996], [1.4729, 2.9102, -3.8603], [1.0582, 2.7094, -2.3804], [0.6182, 1.3073, -2.1428], [-0.4711, 1.0226, -3.1304], [0.0344, 1.1890, -4.5815], [2.5441, 0.5392, -1.7846], [1.3733, -0.6341, -2.3422], [2.1926, -0.2697, -4.5243], [3.2667, 0.9936, -3.9253], [0.8155, 3.6246, -4.3597], [2.4910, 3.2994, -3.9197], [0.2472, 3.3704, -2.0833], [1.9056, 2.9051, -1.7322], [-1.2887, 1.7065, -2.9121], [-0.8315, 0.0179, -2.9539], [-0.5828, 1.9007, -5.1341], [-0.0065, 0.2352, -5.1104]],
  "multiplicity": 2,
  "homo_energy_ev": [-8.31, -8.32],
  "de_lowest_ev": 0.546,
  "molar_mass_g_mol": 879.934,
  "homo_lumo_gap_ev": [8.33, 8.37]
}

Entry 8:
{
  "formula": "CH3N2OP",
  "method": "ωB97M-V/def2-TZVPD",
  "species": ["C", "N", "N", "O", "P", "H", "H", "H"],
  "positions_angstrom": [[0.2858, 0.2359, -0.5622], [0.4818, -1.1565, -0.8171], [-0.4356, -1.8944, -0.5728], [-1.0626, 0.5090, -0.2222], [-1.8461, -0.9237, 0.0865], [0.8227, 0.5292, 0.4866], [0.6549, 0.7278, -1.4845], [-1.4570, -1.0180, 1.5571]],
  "smiles": "C1N=NPO1",
  "multiplicity": 1,
  "homo_energy_ev": -9.26,
  "de_lowest_ev": 2.108,
  "molar_mass_g_mol": 90.022,
  "homo_lumo_gap_ev": 9.76
}

Q: Which formula does entry 2 have?
A: C5H8N2O